76
Properties=species:S:1:pos:R:3:lowdin_spin:R:1 method="wB97M-V/def2-TZVPD" homo_ev="-5.75 / -5.67" e_above_lowest_kj_mol=80.33 total_charge=-1 molar_mass_g_mol=807.4 orbital_gap_ev="7.7 / 5.4" total_energy_ev=-78845.476 multiplicity=2 lumo_ev="1.944 / -0.264"
Y -0.057 0.013 0.252 0.0074
C -1.061 0.278 -4.154 0.0000
C -0.268 0.597 -3.047 0.0013
N -0.352 -0.352 -2.118 0.0024
N -1.212 -1.285 -2.604 -0.0002
C -1.637 -0.934 -3.829 0.0007
B -1.526 -2.568 -1.802 -0.0001
N -2.338 -2.206 -0.511 0.0000
C -3.652 -2.324 -0.260 0.0001
C -3.891 -1.876 1.026 0.0004
C -2.640 -1.484 1.497 0.0020
N -1.703 -1.679 0.568 0.0006
N -0.222 -3.221 -1.351 0.0000
C -0.038 -4.034 -0.278 0.0000
C 1.236 -4.529 -0.345 0.0000
C 1.767 -3.949 -1.522 0.0000
N 0.886 -3.176 -2.131 0.0000
N -2.291 -3.569 -2.695 0.0000
C -1.769 -4.704 -3.217 0.0000
C -2.716 -5.263 -4.042 0.0000
C -3.809 -4.378 -3.959 0.0000
N -3.553 -3.357 -3.153 0.0000
H -1.187 0.847 -5.061 0.0000
H 0.361 1.459 -2.882 0.0000
H -2.324 -1.563 -4.373 0.0000
H -4.315 -2.715 -1.015 0.0000
H -4.837 -1.840 1.544 0.0000
H -2.365 -1.078 2.459 0.0010
H -0.821 -4.183 0.453 0.0000
H 1.736 -5.170 0.363 0.0000
H 2.764 -4.049 -1.928 0.0000
H -0.762 -5.016 -2.978 0.0000
H -2.633 -6.173 -4.614 0.0000
H -4.771 -4.442 -4.452 0.0000
C 1.019 -2.620 3.538 0.0010
O 1.372 -1.741 4.628 0.0398
C 1.217 -0.412 4.588 0.0728
C 1.778 0.294 5.616 -0.0232
C 1.627 1.694 5.730 0.1047
C 0.907 2.411 4.809 -0.0381
C 0.335 1.760 3.706 0.1085
C -0.402 2.516 2.764 -0.0360
N -0.825 2.015 1.630 0.1357
N -1.615 2.811 0.930 0.1623
C -2.161 2.167 -0.132 0.0601
O -2.055 0.939 -0.363 0.0660
C -3.004 3.000 -1.034 0.0011
C -3.597 2.380 -2.131 0.0080
C -4.387 3.116 -3.002 -0.0005
C -4.588 4.473 -2.779 0.0101
C -3.994 5.095 -1.686 -0.0009
C -3.203 4.362 -0.814 0.0094
C 0.477 0.303 3.556 0.1224
O -0.058 -0.296 2.608 0.1750
H 1.342 -3.603 3.867 -0.0002
H 1.541 -2.355 2.625 0.0005
H -0.051 -2.622 3.356 0.0006
H 2.346 -0.265 6.351 -0.0025
H 2.098 2.206 6.561 0.0072
H 0.794 3.485 4.901 -0.0040
H -0.634 3.555 2.994 -0.0036
H -3.415 1.324 -2.292 0.0005
H -4.841 2.632 -3.858 -0.0003
H -5.204 5.048 -3.461 0.0006
H -4.146 6.154 -1.517 -0.0003
H -2.728 4.827 0.040 -0.0002
F 2.288 1.448 1.533 0.0026
C 2.660 2.522 0.795 0.0001
F 3.985 2.532 0.745 0.0000
F 2.264 3.621 1.473 -0.0008
C 2.001 2.499 -0.611 0.0001
O 2.571 3.099 -1.497 -0.0002
O 0.896 1.857 -0.616 0.0019
S 4.181 -2.394 1.034 0.0024
C 2.808 -1.647 0.640 0.0005
N 1.788 -1.120 0.369 0.0009